This record from OMol25 describes a 12-piece molecular cluster, C38H71N3O10 overall. The level of theory is ωB97M-V/def2-TZVPD.

Properties
<S²>   0.761
Frontier orbital gap (alpha / beta)   7.39 / 3.08 eV
2S+1   2
Total charge   +1

Bonds (Å) are listed after each position.
Atoms and positions in Å:
1 C -2.193 -3.388 -2.991  C2 1.507, H5 1.090, H6 1.090, H7 1.090
2 C -0.936 -2.827 -2.378  C1 1.507, O3 1.221, C4 1.495
3 O -0.949 -1.724 -1.855  C2 1.221
4 C 0.311 -3.644 -2.485  C2 1.495, H8 1.090, H9 1.090, H10 1.090
5 H -3.087 -2.775 -2.880  C1 1.090
6 H -2.495 -4.266 -2.420  C1 1.090
7 H -2.104 -3.611 -4.054  C1 1.090
8 H 0.923 -3.095 -3.200  C4 1.090
9 H 0.164 -4.611 -2.966  C4 1.090
10 H 0.934 -3.660 -1.591  C4 1.090
11 C 1.067 4.610 0.060  C12 1.525, H15 1.090, H16 1.090, H17 1.090
12 C -0.353 4.693 -0.487  C11 1.525, O13 1.194, C14 1.442
13 O -1.288 4.731 0.254  C12 1.194
14 C -0.549 4.644 -1.915  C12 1.442, H18 1.090, H19 1.090, H20 1.090
15 H 1.131 4.429 1.133  C11 1.090
16 H 1.645 5.518 -0.113  C11 1.090
17 H 1.644 3.825 -0.429  C11 1.090
18 H -0.028 5.550 -2.222  C14 1.090
19 H -1.532 4.671 -2.386  C14 1.090
20 H -0.017 3.773 -2.298  C14 1.090
21 C -0.864 -1.907 6.202  C22 1.430, H25 1.090, H26 1.090, H27 1.090
22 C -0.643 -2.740 5.061  C21 1.430, O23 1.268, C24 1.515
23 O -0.504 -2.323 3.871  C22 1.268
24 C -0.375 -4.173 5.474  C22 1.515, H28 1.090, H29 1.090, H30 1.090
25 H -1.754 -2.258 6.724  C21 1.090
26 H -0.984 -0.901 5.800  C21 1.090
27 H 0.036 -1.908 6.817  C21 1.090
28 H 0.227 -4.250 6.380  C24 1.090
29 H 0.142 -4.722 4.687  C24 1.090
30 H -1.284 -4.720 5.724  C24 1.090
31 C 4.707 -1.268 -2.323  C32 1.524, H35 1.090, H36 1.090, H37 1.090
32 C 3.715 -1.620 -3.426  C31 1.524, O33 1.214, C34 1.537
33 O 3.088 -0.789 -4.052  C32 1.214
34 C 3.644 -3.083 -3.892  C32 1.537, H38 1.090, H39 1.090, H40 1.090
35 H 4.174 -1.084 -1.391  C31 1.090
36 H 5.171 -0.339 -2.656  C31 1.090
37 H 5.358 -2.109 -2.084  C31 1.090
38 H 2.729 -3.280 -4.450  C34 1.090
39 H 3.683 -3.754 -3.034  C34 1.090
40 H 4.519 -3.296 -4.505  C34 1.090
41 C -2.992 0.128 4.071  C42 1.447, H45 1.090, H46 1.090, H47 1.090
42 C -3.023 0.939 2.872  C41 1.447, O43 1.239, C44 1.532
43 O -4.064 1.110 2.222  C42 1.239
44 C -1.763 1.710 2.466  C42 1.532, H48 1.090, H49 1.090, H50 1.090
45 H -4.003 -0.225 4.277  C41 1.090
46 H -2.479 0.706 4.839  C41 1.090
47 H -2.460 -0.802 3.871  C41 1.090
48 H -1.815 2.687 2.946  C44 1.090
49 H -1.740 1.827 1.383  C44 1.090
50 H -0.814 1.334 2.850  C44 1.090
51 C 3.440 -5.431 -1.303  C52 1.533, H55 1.090, H56 1.090, H57 1.090
52 C 3.711 -4.828 0.080  C51 1.533, O53 1.216, C54 1.500
53 O 4.228 -5.443 0.993  C52 1.216
54 C 3.115 -3.476 0.338  C52 1.500, H58 1.090, H59 1.090, H60 1.090
55 H 2.432 -5.201 -1.649  C51 1.090
56 H 3.596 -6.509 -1.274  C51 1.090
57 H 4.181 -5.159 -2.056  C51 1.090
58 H 2.103 -3.627 0.712  C54 1.090
59 H 3.145 -2.946 -0.614  C54 1.090
60 H 3.667 -3.044 1.173  C54 1.090
61 C 0.462 -0.772 0.556  C62 1.548, H65 1.090, H66 1.090, H67 1.090
62 C 1.130 0.561 0.140  C61 1.548, O63 1.204, C64 1.462
63 O 1.353 1.461 0.909  C62 1.204
64 C 1.384 0.680 -1.295  C62 1.462, H68 1.090, H69 1.090, H70 1.090
65 H 0.561 -0.827 1.641  C61 1.090
66 H 0.984 -1.629 0.130  C61 1.090
67 H -0.596 -0.730 0.295  C61 1.090
68 H 0.490 1.008 -1.826  C64 1.090
69 H 1.840 -0.176 -1.792  C64 1.090
70 H 2.062 1.506 -1.507  C64 1.090
71 C 4.823 2.418 -1.720  C72 1.513, H75 1.090, H76 1.090, H77 1.090
72 C 4.609 3.493 -2.763  C71 1.513, O73 1.228, C74 1.536
73 O 4.130 3.210 -3.858  C72 1.228
74 C 4.796 4.973 -2.400  C72 1.536, H78 1.090, H79 1.090, H80 1.090
75 H 4.365 1.507 -2.105  C71 1.090
76 H 4.369 2.625 -0.751  C71 1.090
77 H 5.884 2.210 -1.578  C71 1.090
78 H 5.022 5.159 -1.350  C74 1.090
79 H 3.798 5.382 -2.561  C74 1.090
80 H 5.459 5.302 -3.200  C74 1.090
81 C -3.608 -2.132 0.566  C82 1.530, H85 1.090, H86 1.090, H87 1.090
82 C -3.659 -3.359 1.480  C81 1.530, O83 1.219, C84 1.538
83 O -3.523 -4.487 1.040  C82 1.219
84 C -3.908 -3.207 2.989  C82 1.538, H88 1.090, H89 1.090, H90 1.090
85 H -3.931 -1.162 0.946  C81 1.090
86 H -4.355 -2.298 -0.211  C81 1.090
87 H -2.648 -2.057 0.056  C81 1.090
88 H -4.221 -2.186 3.206  C84 1.090
89 H -2.941 -3.437 3.437  C84 1.090
90 H -4.645 -3.956 3.282  C84 1.090
91 C -6.520 1.318 -0.726  C92 1.545, H96 1.090, H97 1.090, H98 1.090
92 C -5.229 1.205 -1.567  C91 1.545, O93 1.218, N94 1.345
93 O -5.262 1.216 -2.785  C92 1.218
94 N -4.076 1.230 -0.876  C92 1.345, C95 1.438, H99 1.010
95 C -2.784 1.034 -1.477  N94 1.438, H100 1.090, H101 1.090, H102 1.090
96 H -7.134 0.493 -1.086  C91 1.090
97 H -7.022 2.271 -0.898  C91 1.090
98 H -6.317 1.333 0.345  C91 1.090
99 H -4.078 1.439 0.112  N94 1.010
100 H -2.688 0.180 -2.147  C95 1.090
101 H -2.013 0.959 -0.710  C95 1.090
102 H -2.460 1.914 -2.033  C95 1.090
103 N 1.136 1.434 -4.419  C104 1.393, C107 1.389, H108 1.010
104 C 0.796 2.741 -4.764  N103 1.393, C105 1.357, H109 1.080
105 C -0.533 2.944 -4.945  C104 1.357, C106 1.449, H110 1.080
106 C -1.148 1.666 -4.649  C105 1.449, C107 1.395, H111 1.080
107 C -0.092 0.784 -4.419  N103 1.389, C106 1.395, H112 1.080
108 H 2.063 1.070 -4.256  N103 1.010
109 H 1.651 3.383 -4.914  C104 1.080
110 H -1.039 3.830 -5.298  C105 1.080
111 H -2.210 1.477 -4.707  C106 1.080
112 H -0.146 -0.273 -4.207  C107 1.080
113 N 0.623 2.212 5.238  C114 1.343, C117 1.368, H118 1.010
114 C -0.279 2.681 6.116  N113 1.343, C115 1.318, H119 1.080
115 C -0.863 3.734 5.578  C114 1.318, C116 1.419, H120 1.080
116 C -0.195 4.025 4.361  C115 1.419, C117 1.421, H121 1.080
117 C 0.697 2.952 4.090  N113 1.368, C116 1.421, H122 1.080
118 H 1.212 1.415 5.431  N113 1.010
119 H -0.503 2.233 7.072  C114 1.080
120 H -1.621 4.399 5.964  C115 1.080
121 H -0.356 4.819 3.646  C116 1.080
122 H 1.367 2.731 3.273  C117 1.080



This record from OMol25 describes a 2-piece molecular cluster, C3HF3 overall. The level of theory is ωB97M-V/def2-TZVPD.

Properties
Frontier orbital gap   8.33 eV
Energy relative to the best compared isomer or geometry (same formula, charge and spin)   453.4 kJ/mol

Bonds (Å) are listed after each position.
Atoms and positions in Å:
1 C -0.642 0.211 0.087  C3 1.329, H7 1.048
2 C 0.565 2.118 0.150  F4 1.255
3 C -0.168 -1.029 0.047  C1 1.329, F5 1.303, F6 1.314
4 F 1.753 1.813 -0.119  C2 1.255
5 F 1.032 -1.530 0.134  C3 1.303
6 F -0.961 -2.076 -0.011  C3 1.314
7 H -1.579 0.493 -0.288  C1 1.048



Number 1: maximum force 4.47 eV/A. Number 2: maximum force 4.47 eV/A.